Formula: C31H32BBaF5IN7S2Se
Source: the OMol25 dataset
Level of theory: ωB97M-V/def2-TZVPD

The HOMO-LUMO gap comes out at 5.765 eV. The charge is -2. The calculation puts the LUMO energy at 3.939 eV. Its energy is -5629.323059 Eh.

```
81
Properties=species:S:1:pos:R:3:mulliken_charge:R:1
Ba 1.17183 -0.15501 -0.52942 0.9856
C -1.30267 -4.13484 1.26156 -1.3872
C -1.79667 -2.68288 1.28436 1.3069
C -3.31384 -2.63279 1.46664 -1.5140
C -1.07868 -1.92942 2.36648 -0.2102
C -1.30334 -1.98805 3.75573 -1.0570
C -0.31074 -1.20058 4.29525 -0.6031
N 0.43503 -0.70451 3.28833 0.1018
N -0.03355 -1.15382 2.10752 0.5574
B 1.59572 0.28130 3.50715 -0.1876
N 1.21368 1.70572 3.03808 0.0250
C 1.11438 2.75947 3.86626 -0.3276
C 0.80095 3.86829 3.11347 -1.3898
C 0.74082 3.39151 1.79261 0.2910
N 0.98312 2.08047 1.76501 0.4245
C 0.43265 4.21119 0.57380 0.4783
C -0.92009 3.80391 -0.02030 -1.1617
C 1.55750 4.11399 -0.45420 -1.2596
N 2.94064 -0.14329 2.88316 0.1150
C 4.08724 -0.21820 3.58817 -0.6940
C 5.11500 -0.50623 2.71834 -1.0076
C 4.49226 -0.58825 1.45730 0.0082
N 3.19163 -0.36923 1.58037 0.6454
C 5.13308 -0.92893 0.14443 1.1898
C 6.17413 0.12307 -0.24727 -1.5126
C 5.75749 -2.32490 0.21765 -1.5777
H -1.70831 -4.66802 0.39923 0.3344
H -1.60955 -4.65211 2.17527 0.3479
H -0.21559 -4.16083 1.19260 0.2409
H -1.54238 -2.22420 0.32459 0.0290
H -3.60814 -3.20225 2.35223 0.2977
H -3.81474 -3.07523 0.60388 0.3275
H -3.66394 -1.60600 1.58475 0.3710
H -2.06909 -2.52863 4.28648 0.4011
H -0.09870 -0.94808 5.32129 0.4506
H 1.77545 0.34768 4.69573 -0.2489
H 1.27147 2.65757 4.92737 0.4515
H 0.63949 4.87685 3.45815 0.4139
H 0.36001 5.25103 0.90768 0.1920
H -0.94311 2.72688 -0.18614 0.0602
H -1.09744 4.29954 -0.97628 0.3634
H -1.73014 4.06101 0.66553 0.4299
H 1.72752 3.07922 -0.73612 0.2424
H 2.49214 4.50048 -0.04325 0.4082
H 1.31634 4.67642 -1.35932 0.3836
H 4.09958 -0.06819 4.65494 0.4437
H 6.15666 -0.63057 2.96500 0.4672
H 4.35202 -0.94470 -0.62004 -0.1979
H 6.95584 0.19407 0.51368 0.3394
H 5.70659 1.10306 -0.35605 0.3308
H 6.64201 -0.14397 -1.19752 0.3973
H 6.54890 -2.34680 0.97160 0.3195
H 6.18874 -2.60548 -0.74591 0.4113
H 4.99623 -3.05979 0.48051 0.3372
S 2.95665 1.15869 -2.54883 -0.3766
C 1.46404 1.76231 -3.02543 0.1278
N 0.30414 1.47304 -2.49168 0.0736
C -0.74617 2.14580 -3.08784 -0.9815
C -2.09370 2.00271 -2.76765 -0.2719
C -3.03533 2.74947 -3.45031 -0.7796
C -2.65826 3.63958 -4.45355 -0.5646
C -1.32331 3.78148 -4.80121 -0.3997
C -0.38025 3.03098 -4.11734 0.8911
S 1.34665 2.96433 -4.34170 -0.3654
H -2.39165 1.28068 -2.01943 0.5615
H -4.08516 2.61733 -3.22340 0.4008
H -3.41571 4.20325 -4.98430 0.3663
H -1.02266 4.44664 -5.60171 0.3652
I 1.89843 -3.15631 -0.90846 -0.7046
F -7.04145 -5.15761 -1.73640 -0.3473
C -6.16770 -4.26396 -2.23813 0.4451
C -4.81786 -4.55879 -2.31381 0.0872
F -4.38698 -5.75656 -1.88021 -0.3571
C -3.92981 -3.63698 -2.83096 0.5544
F -2.64381 -3.99522 -2.87820 -0.3465
C -4.31967 -2.36817 -3.29241 -0.5589
Se -3.10804 -1.11168 -3.93092 -0.4268
C -5.69875 -2.12075 -3.20462 0.5571
F -6.19560 -0.94740 -3.62200 -0.3166
C -6.59915 -3.03333 -2.69515 0.1176
F -7.91432 -2.73649 -2.63471 -0.3350
```